Record 1
Entry from the OMol25 dataset: a cluster of 9 separate species, C29H52F5NO12S in total (wB97M-V/def2-TZVPD).

Properties
Multiplicity   1
Calculated total energy   -81396.2831 eV
Structure (SMILES)   C=COC(=O)NS(=O)(=O)C(F)(F)C(F)(F)F.CC(C)=O.CC(C)=O.CC(C)=O.CC(C)=O.CC(C)=O.CC(C)=O.CC(C)=O.CC(C)=O

The geometry in XYZ format:
```
100
Properties=species:S:1:pos:R:3:forces:R:3
C 5.111 -0.107 1.484 -0.357 0.707 0.572
C 4.825 1.146 1.851 0.628 -0.192 -0.314
O 3.638 1.737 1.375 -0.774 -0.886 1.040
C 2.832 2.247 2.294 0.158 0.425 0.204
O 3.084 2.422 3.452 -0.041 -0.022 -0.029
N 1.578 2.635 1.750 -0.091 -0.526 0.543
S 0.757 1.669 0.699 -0.177 0.424 -1.516
O 1.527 1.505 -0.484 0.139 -0.170 0.393
O -0.577 2.162 0.614 0.027 0.023 0.723
C 0.583 -0.051 1.399 -0.326 0.085 -0.032
F 1.705 -0.742 1.225 0.319 0.215 0.203
F -0.364 -0.612 0.631 -0.046 -0.037 -0.145
C 0.102 -0.162 2.882 0.200 -0.881 0.121
F -1.213 -0.316 2.932 -0.221 0.460 0.019
F 0.471 0.871 3.633 -0.137 0.307 -0.066
F 0.641 -1.255 3.422 0.164 -0.130 0.040
H 6.101 -0.350 1.127 0.414 -0.498 1.279
H 4.346 -0.862 1.560 -0.295 0.083 -1.554
H 5.388 1.752 2.549 0.545 0.680 -0.954
H 0.987 2.927 2.525 -0.106 0.204 -0.177
C -2.484 1.534 6.238 0.153 0.263 0.175
C -2.736 2.780 5.428 0.028 -0.025 -0.005
C -3.416 2.594 4.092 0.040 0.205 -0.017
O -2.414 3.877 5.822 0.008 0.005 0.006
H -1.994 1.808 7.170 0.019 0.003 -0.004
H -3.427 1.037 6.460 0.078 -0.063 -0.107
H -1.837 0.849 5.687 -0.117 -0.067 -0.056
H -4.395 2.132 4.232 0.052 -0.123 -0.026
H -2.807 1.952 3.452 -0.099 -0.102 0.002
H -3.540 3.560 3.610 -0.004 0.003 -0.003
C -5.067 -2.708 7.178 0.077 0.143 0.132
C -5.306 -1.459 6.368 -0.004 -0.059 -0.041
C -5.971 -1.632 5.026 0.031 0.205 0.004
O -4.979 -0.366 6.777 -0.120 -0.189 -0.001
H -4.585 -2.447 8.117 0.003 0.005 0.002
H -6.015 -3.206 7.386 0.014 -0.069 -0.084
H -4.427 -3.396 6.624 -0.085 -0.056 -0.035
H -6.954 -2.088 5.150 0.038 -0.097 -0.024
H -5.365 -2.279 4.389 -0.060 -0.085 0.023
H -6.085 -0.663 4.546 -0.001 0.005 0.000
C 4.214 -4.193 0.009 0.071 0.145 0.087
C 3.972 -3.006 -0.886 -0.078 -0.030 0.007
C 3.312 -3.295 -2.213 0.038 0.202 -0.023
O 4.290 -1.882 -0.565 -0.022 -0.260 -0.234
H 4.696 -3.867 0.929 0.006 -0.006 0.001
H 3.268 -4.680 0.253 0.006 -0.058 -0.084
H 4.861 -4.907 -0.505 -0.152 0.010 0.105
H 2.332 -3.749 -2.058 0.038 -0.093 -0.010
H 3.927 -3.988 -2.790 -0.055 -0.087 0.040
H 3.190 -2.372 -2.772 -0.019 0.049 -0.035
C 6.948 -8.026 -2.581 -0.083 0.013 0.187
C 6.891 -6.528 -2.415 0.037 -0.016 -0.058
C 7.431 -5.695 -3.551 -0.066 0.145 0.127
O 6.434 -6.017 -1.418 0.075 -0.082 -0.082
H 6.531 -8.507 -1.700 -0.002 0.001 0.005
H 6.376 -8.327 -3.460 0.088 -0.004 -0.060
H 7.982 -8.349 -2.712 -0.011 -0.003 -0.106
H 6.877 -5.907 -4.467 0.076 -0.068 -0.034
H 8.483 -5.928 -3.719 -0.024 -0.065 -0.079
H 7.333 -4.640 -3.308 0.001 0.003 0.005
C -8.568 1.468 9.560 -0.173 0.104 -0.032
C -8.174 2.321 8.374 0.059 -0.030 0.064
C -6.766 2.146 7.862 -0.157 0.249 -0.175
O -8.952 3.095 7.870 -0.017 -0.007 -0.019
H -9.598 1.681 9.835 -0.005 0.003 -0.002
H -8.473 0.410 9.310 0.098 -0.005 0.045
H -7.917 1.683 10.410 0.062 -0.083 -0.021
H -6.604 1.119 7.540 0.088 -0.033 0.123
H -6.045 2.387 8.645 0.019 -0.131 0.027
H -6.606 2.810 7.015 0.004 0.018 0.009
C -1.364 -0.077 -3.698 -0.079 -0.191 -0.199
C 0.027 -0.530 -4.065 0.009 0.049 0.037
C 1.163 0.254 -3.461 0.107 -0.208 -0.217
O 0.221 -1.471 -4.804 -0.003 -0.008 0.005
H -2.094 -0.715 -4.192 0.003 -0.018 0.010
H -1.507 -0.135 -2.618 0.042 0.131 0.015
H -1.513 0.955 -4.019 0.004 0.072 0.142
H 1.116 0.206 -2.374 -0.027 0.122 0.011
H 1.102 1.300 -3.764 -0.081 0.035 0.124
H 2.110 -0.161 -3.797 0.033 -0.005 -0.014
C -0.216 4.542 -6.093 -0.036 -0.106 0.222
C -1.546 3.887 -5.835 0.019 0.075 -0.018
C -2.604 4.062 -6.900 -0.105 -0.117 0.134
O -1.764 3.246 -4.832 -0.009 -0.067 0.005
H 0.454 4.342 -5.259 0.005 0.006 0.004
H 0.225 4.136 -7.003 -0.011 0.150 -0.013
H -0.342 5.621 -6.200 -0.007 -0.012 -0.124
H -2.250 3.653 -7.848 0.034 0.095 -0.032
H -2.823 5.122 -7.039 0.065 0.006 -0.084
H -3.512 3.544 -6.601 -0.002 -0.003 0.005
C 2.380 1.200 -9.382 -0.097 0.008 0.184
C 2.309 2.691 -9.161 0.031 -0.070 -0.038
C 2.907 3.568 -10.234 -0.066 0.142 0.133
O 1.798 3.160 -8.171 0.049 -0.018 -0.094
H 1.919 0.685 -8.543 -0.001 0.000 0.006
H 1.857 0.932 -10.301 0.092 -0.002 -0.056
H 3.421 0.883 -9.470 -0.005 0.001 -0.106
H 2.404 3.391 -11.186 0.077 -0.067 -0.032
H 3.968 3.342 -10.355 -0.019 -0.063 -0.082
H 2.793 4.613 -9.956 -0.001 0.004 0.005
```
Positions in Å, forces in eV/Å.

Record 2
Entry from the OMol25 dataset: a structure of composition C29H52GaN2O12S2 (wB97M-V/def2-TZVPD).

Properties
Total charge   -1
Multiplicity   1
Calculated total energy   -132509.0823 eV

The geometry in XYZ format:
```
98
Properties=species:S:1:pos:R:3:forces:R:3
C 7.391 -3.636 -1.087 -1.211 -0.160 -0.410
C 5.944 -4.250 -1.503 0.319 0.000 -0.885
C 6.236 -5.302 -2.685 0.690 0.115 0.322
C 4.971 -3.030 -1.954 0.770 0.655 1.366
C 3.728 -2.806 -0.941 0.570 0.179 0.110
Ga 1.871 -3.177 -1.842 0.947 0.039 -0.039
C 2.209 -4.673 -3.242 0.373 -0.760 0.210
N 1.215 -4.650 -4.388 0.865 -0.150 -0.086
C 1.217 -1.440 -2.735 -0.102 0.265 -0.649
C 0.050 -1.623 -3.822 -0.344 1.512 -0.454
C -1.299 -2.228 -3.195 0.972 0.272 0.722
S -2.368 -3.164 -4.395 -0.733 -0.597 1.016
C -2.859 -4.690 -3.418 1.740 -0.777 0.576
S -1.671 -5.891 -3.332 -2.090 1.725 -0.025
N -4.188 -4.810 -2.748 1.385 -1.086 -0.378
C -4.050 -4.855 -1.261 -0.577 0.801 1.812
C -5.231 -5.687 -0.532 -0.062 0.133 -0.195
O -5.231 -7.102 -0.884 0.386 1.103 -0.664
C -4.581 -7.323 -2.159 -0.021 -0.514 -0.633
C -4.822 -6.103 -3.164 -0.483 -0.668 -0.221
C 0.645 -3.923 -0.357 -1.327 -0.117 0.586
C -0.358 -2.873 0.308 -0.464 -2.596 0.812
O 0.183 -1.520 0.457 -3.574 1.209 0.556
C -0.935 -0.691 0.737 1.344 3.229 -1.386
O -0.934 0.531 0.445 0.335 -4.005 1.126
H 7.694 -2.945 -1.945 -0.257 -0.934 1.163
H 7.264 -3.005 -0.149 0.445 -0.889 -1.055
H 8.163 -4.469 -0.994 -0.911 1.152 0.192
H 5.462 -4.832 -0.642 0.715 1.021 -1.070
H 7.240 -4.989 -3.157 -1.575 -0.529 0.321
H 6.407 -6.348 -2.251 -0.287 1.363 -0.617
H 5.426 -5.358 -3.480 0.987 0.128 1.098
H 4.670 -3.082 -3.050 0.296 -0.223 1.386
H 5.625 -2.082 -1.852 -0.909 -1.329 -0.411
H 3.809 -3.516 -0.035 0.108 1.053 -1.243
H 3.791 -1.726 -0.538 -0.161 -1.614 -0.459
H 2.097 -5.692 -2.719 0.314 1.309 -0.629
H 3.260 -4.644 -3.686 -1.082 -0.212 0.765
H 1.745 -4.254 -5.187 -0.781 -0.592 0.454
H 0.980 -5.630 -4.587 0.132 0.700 -0.437
H 2.135 -0.987 -3.274 -1.378 -0.575 0.726
H 0.921 -0.699 -1.915 0.205 -0.838 -1.210
H 0.384 -2.172 -4.775 -0.482 0.439 1.768
H -0.222 -0.556 -4.183 0.206 -1.518 0.316
H -0.990 -2.958 -2.379 -0.525 0.883 -1.003
H -1.941 -1.374 -2.778 0.987 -1.348 -0.385
H -4.149 -3.782 -0.877 0.279 -1.375 -0.377
H -3.054 -5.269 -0.892 -1.120 0.371 -0.692
H -5.108 -5.653 0.613 -0.055 0.186 -1.817
H -6.273 -5.280 -0.803 1.571 -0.256 0.386
H -5.060 -8.253 -2.634 0.612 1.302 0.758
H -3.489 -7.563 -1.948 -1.283 0.544 -0.629
H -5.959 -5.909 -3.178 1.689 -0.447 -0.217
H -4.423 -6.345 -4.210 -0.899 0.119 1.540
H 1.230 -4.451 0.477 -0.702 0.823 -1.147
H -0.010 -4.741 -0.844 0.772 1.170 0.775
H -0.594 -3.260 1.372 0.153 0.737 -1.412
H -1.370 -2.821 -0.241 1.635 -0.060 0.550
H -1.903 -1.090 1.210 1.635 -0.300 -0.583
C -2.843 2.145 2.761 -0.283 -0.250 -0.174
C -3.272 2.070 4.209 0.401 0.535 -1.117
C -2.172 1.681 5.151 0.544 0.371 0.220
O -2.894 1.084 6.226 -0.542 -0.279 -0.114
C -4.046 0.588 5.692 -0.521 -0.509 0.307
O -4.804 -0.134 6.271 0.468 0.441 -0.319
O -4.219 1.022 4.412 0.008 -0.303 0.828
H -3.714 2.266 2.111 0.061 0.103 0.090
H -2.163 2.983 2.595 -0.042 -0.088 0.100
H -2.345 1.225 2.446 0.037 0.138 0.079
H -3.745 3.012 4.509 0.081 -0.064 0.120
H -1.595 2.539 5.499 -0.108 -0.111 0.121
H -1.488 0.933 4.738 -0.112 0.077 -0.150
C 1.321 3.889 0.355 -0.045 -0.415 0.217
C 0.325 4.861 0.949 0.740 -0.663 -0.938
C 0.909 6.199 1.294 0.224 0.472 -0.469
O 0.046 6.642 2.339 -0.331 -0.359 0.431
C -0.442 5.521 2.940 -0.315 -0.228 0.575
O -1.055 5.518 3.969 0.320 0.047 -0.560
O -0.141 4.406 2.220 -0.298 0.796 0.617
H 0.883 2.890 0.283 -0.039 0.120 -0.130
H 1.633 4.208 -0.642 -0.090 0.020 0.071
H 2.209 3.797 0.986 -0.071 0.138 -0.018
H -0.544 4.957 0.288 0.026 0.088 0.085
H 0.891 6.894 0.454 -0.092 0.079 0.212
H 1.929 6.142 1.689 -0.061 -0.152 -0.080
C -0.934 11.885 4.108 0.135 0.386 0.035
C -0.411 11.206 2.861 -0.647 0.347 0.828
C 0.240 9.879 3.117 -0.378 -0.662 0.179
O 1.146 9.772 2.022 0.165 0.521 -0.225
C 1.464 11.047 1.656 0.691 0.219 -0.553
O 2.336 11.332 0.890 -0.560 -0.192 0.489
O 0.657 11.952 2.280 0.435 -0.442 -0.407
H -1.241 12.910 3.883 -0.092 -0.145 -0.035
H -1.789 11.345 4.520 0.062 -0.001 -0.096
H -0.159 11.952 4.876 -0.016 -0.120 -0.095
H -1.210 11.126 2.115 0.084 -0.097 0.005
H -0.473 9.055 3.112 0.227 -0.037 -0.126
H 0.817 9.848 4.046 -0.113 0.151 -0.001
```
Positions in Å, forces in eV/Å.

Record 3
Entry from the OMol25 dataset: a cluster of 7 separate species, C29H52IN7O2 in total (wB97M-V/def2-TZVPD).

Properties
Multiplicity   1
Calculated total energy   -53533.8810 eV
Structure (SMILES)   COCCNCC(=O)I.CCCC#N.CCCC#N.CCCC#N.CCCC#N.CCCC#N.CCCC#N

The geometry in XYZ format:
```
91
Properties=species:S:1:pos:R:3:forces:R:3
C 2.801 -2.611 2.128 1.115 0.608 -0.223
O 2.504 -3.683 1.148 -2.500 1.328 1.828
C 1.104 -4.100 1.417 -0.019 -2.072 -0.518
C -0.008 -3.397 0.438 0.849 0.483 -1.081
N -0.714 -2.195 1.030 0.331 -1.288 1.272
C -1.453 -2.515 2.310 -0.213 0.178 -0.092
C -3.081 -2.323 1.979 -0.379 5.616 -5.033
O -3.448 -1.412 1.062 1.929 -6.394 6.417
I -4.537 -3.616 3.069 0.985 0.945 -0.786
H 1.854 -2.018 2.491 1.808 -1.335 -0.658
H 3.489 -1.809 1.577 -1.265 -1.875 1.309
H 3.366 -3.143 3.028 -1.178 1.482 -1.684
H 0.907 -3.981 2.564 0.051 -0.087 -2.167
H 1.073 -5.274 1.200 0.118 2.474 0.394
H 0.582 -2.992 -0.517 -1.141 -0.988 2.125
H -0.803 -4.165 -0.012 1.663 1.566 1.398
H -0.095 -1.357 1.111 -0.760 -1.283 0.116
H -1.332 -3.613 2.696 -0.143 1.991 -0.912
H -1.086 -1.806 3.182 -1.254 -1.295 -1.689
C -7.063 -0.612 1.422 0.016 0.080 0.120
C -6.739 -0.789 -0.058 0.299 -0.005 0.331
C -7.951 -1.224 -0.884 -0.168 -0.982 0.449
C -8.465 -2.562 -0.377 -3.069 -7.458 2.596
N -8.891 -3.671 0.045 3.371 8.790 -3.305
H -7.386 -1.552 1.881 -0.004 0.081 -0.097
H -6.177 -0.274 1.968 -0.114 -0.038 -0.102
H -7.856 0.131 1.564 0.078 -0.086 -0.012
H -5.935 -1.528 -0.159 -0.128 0.156 -0.065
H -6.357 0.159 -0.453 -0.114 -0.156 -0.085
H -7.670 -1.324 -1.938 -0.171 -0.165 0.138
H -8.751 -0.480 -0.815 0.054 -0.206 0.042
C 4.660 2.402 0.841 -0.018 -0.014 -0.157
C 5.346 2.198 2.188 0.025 0.241 -0.279
C 4.991 0.860 2.840 -1.090 0.144 0.226
C 3.493 0.790 3.086 -8.252 -0.671 1.518
N 2.250 0.731 3.290 9.751 0.479 -1.673
H 3.570 2.424 0.941 0.071 -0.048 0.033
H 4.964 3.356 0.400 0.007 -0.087 -0.001
H 4.926 1.602 0.140 -0.032 0.108 0.113
H 5.067 3.022 2.856 0.114 -0.175 0.032
H 6.431 2.251 2.046 -0.182 -0.103 0.158
H 5.517 0.756 3.794 -0.268 -0.046 -0.042
H 5.290 0.027 2.194 -0.222 0.127 0.089
C 7.556 7.248 0.287 0.084 0.073 -0.090
C 6.244 6.507 0.526 0.177 0.121 -0.351
C 6.076 6.047 1.976 0.826 -0.752 0.019
C 7.202 5.094 2.346 6.204 -5.333 2.373
N 8.135 4.304 2.653 -7.414 6.313 -2.503
H 8.423 6.606 0.475 -0.130 0.066 0.050
H 7.619 7.582 -0.754 -0.017 0.000 0.163
H 7.632 8.129 0.934 0.022 -0.113 -0.094
H 6.198 5.641 -0.146 -0.086 0.085 0.171
H 5.410 7.166 0.261 0.008 -0.154 0.136
H 5.117 5.534 2.099 0.223 -0.066 0.128
H 6.092 6.905 2.656 0.121 -0.208 -0.005
C 5.008 -4.503 -0.809 -0.017 0.023 0.040
C 5.765 -3.811 -1.938 -0.442 -0.226 -0.060
C 6.940 -2.968 -1.437 -0.572 0.722 0.505
C 6.431 -1.879 -0.507 -2.581 6.196 5.250
N 6.008 -0.975 0.264 3.351 -7.239 -6.223
H 4.556 -3.780 -0.122 0.049 -0.145 -0.157
H 4.197 -5.116 -1.214 0.109 0.125 0.100
H 5.674 -5.156 -0.233 -0.056 0.045 -0.049
H 5.066 -3.179 -2.498 0.188 -0.080 0.103
H 6.140 -4.571 -2.632 0.134 0.187 0.037
H 7.457 -2.505 -2.284 -0.036 0.136 0.267
H 7.661 -3.593 -0.900 -0.108 0.229 0.092
C 3.410 1.387 -3.158 0.108 0.087 -0.039
C 1.936 1.065 -3.385 0.294 0.160 -0.266
C 1.336 0.205 -2.271 0.551 -0.925 -0.176
C 2.076 -1.121 -2.191 3.956 -7.466 0.682
N 2.690 -2.220 -2.125 -4.849 8.748 -0.597
H 4.024 0.481 -3.147 -0.106 0.075 0.075
H 3.787 2.026 -3.962 -0.050 -0.049 0.136
H 3.554 1.913 -2.207 0.022 -0.082 -0.113
H 1.830 0.552 -4.349 -0.105 0.049 0.189
H 1.374 2.003 -3.455 -0.061 -0.190 0.069
H 0.277 0.013 -2.473 0.181 -0.179 0.135
H 1.410 0.718 -1.306 0.072 -0.217 -0.055
C -13.191 1.378 -2.845 -0.070 0.077 -0.095
C -12.609 0.019 -2.472 -0.112 0.158 -0.380
C -12.082 -0.030 -1.037 0.836 0.684 -0.127
C -10.973 0.994 -0.863 6.161 5.645 1.289
N -10.052 1.844 -0.718 -7.275 -6.751 -1.207
H -12.434 2.168 -2.802 -0.079 -0.107 0.069
H -13.581 1.358 -3.868 0.009 0.005 0.163
H -14.013 1.651 -2.172 0.108 -0.004 -0.101
H -11.802 -0.226 -3.174 -0.095 -0.059 0.191
H -13.384 -0.746 -2.595 0.173 0.007 0.132
H -11.689 -1.027 -0.815 0.108 0.221 0.108
H -12.886 0.185 -0.324 0.231 0.094 -0.025
```
Positions in Å, forces in eV/Å.

Question: What is the formula in the third record?
Answer: C29H52IN7O2

Question: multiplicity of number 3 (C29H52IN7O2)?
Answer: 1